[1]
A structure of composition C11H9FNORhS4Sb. Source: the Open Molecules 2025 dataset; level of theory: ωB97M-V with the def2-TZVPD basis set.

XYZ file:
```
29
Properties=species:S:1:pos:R:3
Rh -0.65615 -0.83665 -0.30067
S -3.40605 -2.51976 2.23115
Sb -1.40783 -2.78259 1.10979
S 0.36669 -1.43193 1.87117
S -1.64701 -0.29984 -2.19675
S -1.00257 -4.94860 0.53870
O -1.72326 0.83297 0.84047
N -2.85797 1.18776 0.31523
C -2.87777 2.12330 -0.65771
C -4.07146 2.53078 -1.21220
C -5.26033 1.95186 -0.79639
C -5.20395 0.96159 0.17263
C -3.99477 0.58674 0.71793
H -1.90289 2.48191 -0.94301
H -4.05065 3.27948 -1.99213
H -6.20396 2.24807 -1.23537
H -6.09304 0.44523 0.50779
H -3.85151 -0.22368 1.43162
F 3.44737 -4.05375 -3.60234
C 2.50014 -3.37827 -2.86669
C 2.91310 -2.42535 -1.96215
C 1.94423 -1.75265 -1.22214
C 0.57582 -2.00125 -1.37794
C 0.22104 -2.98490 -2.30171
C 1.16871 -3.67857 -3.04730
H 3.97016 -2.22632 -1.82930
H 2.27045 -1.02419 -0.48894
H -0.82474 -3.22769 -2.43747
H 0.87883 -4.45030 -3.75013
```

For the frontier orbital gap (spin up / spin down), the calculation gives 0.2162 / 0.2080 Ha. As for the spin multiplicity: 2. The calculation puts the electronic energy at -2597.99930 Ha. The net charge is -2. As for the expectation value of S²: 0.76.


[2]
A structure of composition C38H31NP2PdSSi at a distorted geometry. Source: the Open Molecules 2025 dataset; level of theory: ωB97M-V with the def2-TZVPD basis set.

XYZ file:
```
75
Properties=species:S:1:pos:R:3
Pd 1.57953 1.12477 0.00551
C 0.85669 2.89022 -3.07009
Si 0.24170 1.97673 -1.61081
C -0.69486 0.42562 -2.21690
C -1.94130 0.57625 -2.84606
C -2.69150 -0.52366 -3.23344
C -2.20466 -1.81119 -3.01776
C -0.96673 -1.98375 -2.42347
C -0.22190 -0.87857 -2.00656
P 1.46791 -0.99580 -1.31442
C 1.37368 -2.18959 0.07444
C 0.19435 -2.78944 0.50011
C 0.18429 -3.63811 1.60304
C 1.35816 -3.88905 2.29479
C 2.54458 -3.29512 1.87539
C 2.55175 -2.45371 0.77459
C 2.29933 -2.01566 -2.60360
C 2.44690 -3.40012 -2.56527
C 3.03804 -4.07370 -3.62875
C 3.48903 -3.37384 -4.74011
C 3.35421 -1.99269 -4.78466
C 2.76898 -1.32394 -3.72026
C -1.12710 2.92914 -0.76796
C -1.84724 3.96746 -1.37061
C -3.02777 4.42537 -0.80171
C -3.51208 3.84534 0.36792
C -2.79055 2.83950 0.98966
C -1.58136 2.41409 0.43886
P -0.46532 1.23324 1.24513
C 0.10907 2.11025 2.75033
C -0.32853 3.37951 3.12061
C 0.20089 4.00529 4.24245
C 1.16843 3.37043 5.00661
C 1.61363 2.10702 4.64220
C 1.09224 1.48554 3.51845
C -1.61002 -0.03882 1.86634
C -2.51642 -0.56549 0.94194
C -3.39191 -1.57323 1.31472
C -3.36470 -2.06760 2.61464
C -2.46843 -1.54717 3.53494
C -1.58644 -0.53708 3.16255
H 0.03086 2.92162 -3.78798
H 1.70255 2.37677 -3.53275
H 1.17169 3.90897 -2.83042
H -2.34459 1.56990 -3.02131
H -3.65397 -0.38143 -3.70992
H -2.78337 -2.67281 -3.32650
H -0.57099 -2.98425 -2.28604
H -0.72852 -2.60361 -0.02770
H -0.74503 -4.09643 1.91673
H 1.35076 -4.53936 3.16088
H 3.46439 -3.47675 2.41719
H 3.47905 -1.98192 0.47119
H 2.10490 -3.96101 -1.70350
H 3.14606 -5.15040 -3.58740
H 3.95031 -3.90099 -5.56567
H 3.71217 -1.43671 -5.64210
H 2.67755 -0.24254 -3.75332
H -1.50314 4.40283 -2.30261
H -3.58517 5.22170 -1.27918
H -4.44295 4.18886 0.80135
H -3.15224 2.40596 1.91580
H -1.07343 3.89597 2.53191
H -0.14210 4.99579 4.51339
H 1.58658 3.86520 5.87400
H 2.38594 1.61079 5.21554
H 1.48450 0.51944 3.22192
H -2.53937 -0.18387 -0.07540
H -4.09221 -1.97244 0.59149
H -4.04601 -2.85664 2.90829
H -2.45000 -1.92468 4.54956
H -0.89781 -0.13315 3.89150
S 3.61898 2.49657 -0.35588
C 3.71870 1.40308 0.92000
N 3.57135 0.56711 1.72417
```

For the frontier orbital gap, the calculation gives 0.2638 Ha. The calculation puts the electronic energy at -3019.77484 Ha.


[3]
A cluster of 2 separate species, C5H6BrF in total at a distorted geometry. Source: the Open Molecules 2025 dataset; level of theory: ωB97M-V with the def2-TZVPD basis set.

XYZ file:
```
13
Properties=species:S:1:pos:R:3
C 0.42298 -0.92829 0.44087
C -0.58713 0.12337 0.98725
C -0.13788 0.62650 -1.64321
C -0.04038 0.25937 -0.35982
C 2.99644 -0.40634 0.95406
F 3.29911 -0.51610 -0.31850
Br 2.89537 1.51003 1.49466
H 1.41928 -0.88505 1.07081
H -0.06806 -1.90424 0.23691
H -1.74852 -0.02525 1.01575
H -0.30289 0.79524 1.90518
H -0.85018 1.36544 -1.90582
H 0.27019 0.13215 -2.51236
```

For the frontier orbital gap, the calculation gives 0.3202 Ha. The calculation puts the electronic energy at -2867.77927 Ha.


[4]
A structure of composition C27H33F4N3O3Ta at a distorted geometry. Source: the Open Molecules 2025 dataset; level of theory: ωB97M-V with the def2-TZVPD basis set.

XYZ file:
```
71
Properties=species:S:1:pos:R:3
Ta -0.22366 -0.18125 0.61397
C 2.31341 -2.40050 1.46496
O 1.68676 -1.06520 1.49765
C 2.40014 -0.28934 2.49802
C 2.23636 1.13562 2.10440
O 0.81757 1.37636 1.92410
C 0.11746 1.88557 3.08190
C -0.48877 0.70004 3.76628
O -0.93599 -0.20307 2.70578
C -1.74343 -1.26515 3.34538
H 3.38844 -2.25241 1.42111
H 1.99421 -2.92660 0.58882
H 2.03472 -2.94097 2.36785
H 3.45680 -0.55292 2.47642
H 2.01304 -0.53779 3.48473
H 2.70414 1.33403 1.14303
H 2.64281 1.82329 2.84375
H -0.62983 2.57308 2.70608
H 0.77689 2.45877 3.73142
H -1.33448 1.00030 4.38623
H 0.20594 0.13977 4.38745
H -2.67208 -0.82228 3.69818
H -1.16751 -1.65219 4.18371
H -1.92165 -2.04735 2.62812
C -2.87608 2.24738 1.33013
C -2.63049 1.84519 -0.10614
N -2.20317 0.41315 -0.31786
C -2.39450 0.14114 -1.81292
C -1.54455 0.83229 -2.85178
C -3.15303 -0.50078 0.38518
C -2.65707 -1.90889 0.23092
N -1.18164 -1.87314 0.43491
C -0.58565 -3.13714 0.15069
C 0.36501 -3.14836 -0.84760
F 0.76918 -1.91191 -1.27031
C 0.93011 -4.30695 -1.32937
F 1.84997 -4.23854 -2.27771
C 0.55223 -5.51587 -0.77085
C -0.37628 -5.52098 0.25479
F -0.74119 -6.65444 0.81773
C -0.94748 -4.34282 0.72214
F -1.84165 -4.37786 1.71079
H -2.93770 3.33352 1.39372
H -2.07341 1.91836 1.98337
H -3.80707 1.85104 1.73300
H -1.86801 2.46466 -0.57528
H -3.55214 1.98813 -0.67471
H -3.43941 0.41450 -1.97752
H -2.32012 -0.93257 -1.95630
H -1.55421 1.91984 -2.76697
H -1.98523 0.58218 -3.81806
H -0.52369 0.47276 -2.86234
H -4.16988 -0.40416 -0.00531
H -3.17776 -0.20579 1.43159
H -2.84196 -2.32696 -0.75744
H -3.15604 -2.56867 0.94174
H 0.98907 -6.44411 -1.11765
N 4.51055 5.40558 -6.16670
C 3.98046 4.75588 -5.37733
C 3.31957 3.95350 -4.39641
C 2.89580 2.65608 -4.74477
C 2.24827 1.89184 -3.81633
C 2.02375 2.41119 -2.50575
C 2.47142 3.72304 -2.16787
C 3.10607 4.48363 -3.10704
C 1.35469 1.63905 -1.58256
C 0.75801 0.91752 -0.75361
H 3.08760 2.28416 -5.74218
H 1.91103 0.89296 -4.05966
H 2.29716 4.10701 -1.17187
H 3.44815 5.48453 -2.88182
```

For the frontier orbital gap (spin up / spin down), the calculation gives 0.2126 / 0.2119 Ha. The calculation puts the electronic energy at -1893.98671 Ha. The net charge is +3.


[5]
A cluster of 2 separate species, C4H9O2Si in total at a distorted geometry. Source: the Open Molecules 2025 dataset; level of theory: ωB97M-V with the def2-TZVPD basis set.

XYZ file:
```
16
Properties=species:S:1:pos:R:3
C -1.55116 2.85084 4.17111
C -0.83290 0.82588 -0.87682
C -2.00359 -0.52910 1.60642
C 0.93943 -0.88349 0.97302
O -2.50662 3.40101 3.77887
O -0.59845 2.26231 4.41548
Si -0.74323 -0.84043 0.11081
H -1.58790 1.57330 -0.60202
H 0.15636 1.47950 -0.90506
H -0.99354 0.69933 -1.93758
H -1.85999 0.45618 2.25564
H -2.96683 -0.58730 1.26592
H -1.91142 -1.35667 2.28277
H 1.69023 -1.60499 0.51803
H 1.43772 0.05531 0.89164
H 0.78439 -1.19577 1.97532
```

For the frontier orbital gap, the calculation gives 0.1448 Ha. The calculation puts the electronic energy at -597.78032 Ha. The net charge is -1.


[6]
A cluster of 10 separate species, H21O10 in total at a distorted geometry. Source: the Open Molecules 2025 dataset; level of theory: ωB97M-V with the def2-TZVPD basis set.

XYZ file:
```
31
Properties=species:S:1:pos:R:3
O -1.97204 -0.67111 0.64376
H -1.45593 -1.19192 1.31014
H -0.80180 0.13482 0.56154
O -0.08895 0.82165 0.32580
H 0.85621 -2.47012 0.68195
H 0.77131 1.25904 3.79717
O 1.05699 1.31988 2.80098
H -2.75566 -1.22184 0.32862
H 0.56721 2.02626 2.37480
O -0.08856 2.85065 -0.93965
H 0.50089 3.35127 -0.23858
H 0.64867 2.70357 -1.50648
O -2.16127 0.43274 -2.54099
H -1.78591 -2.02360 3.20665
H -2.37759 -0.20758 -1.90137
O 2.26878 2.05267 -0.72726
H 2.64631 1.24640 -1.33651
H -2.79391 1.17885 -2.39952
O 0.35755 -1.88402 1.28717
H 2.83570 2.83667 -0.68545
H 1.16544 -1.18618 1.27786
O 1.79244 -0.30262 -0.97226
H 2.42479 -0.81667 -0.36155
H 0.56057 0.37526 -0.23474
O 0.27464 -1.69818 -2.47748
H -0.41181 1.75794 -0.08723
O -1.79522 -2.42247 2.21380
H -1.34742 -3.15912 2.32089
H 1.33591 -0.92104 -1.73548
H 0.15725 -2.32780 -3.21437
H -0.38457 -1.84343 -1.77221
```

For the frontier orbital gap, the calculation gives 0.4133 Ha. The calculation puts the electronic energy at -764.64958 Ha. The net charge is +1.


[7]
The molecule C6H12N2 at a distorted geometry. Source: the Open Molecules 2025 dataset; level of theory: ωB97M-V with the def2-TZVPD basis set.

XYZ file:
```
20
Properties=species:S:1:pos:R:3
C 1.47480 -0.00116 0.79454
C -1.55606 -1.14205 0.80012
N 0.87474 -1.16842 0.30136
C 0.51934 1.28515 -0.06638
C -0.44225 -1.07793 -0.21526
N 0.91575 1.50307 -1.36456
C -0.04790 2.22880 0.70368
C -0.64112 -1.45664 -1.50069
H 1.00971 -1.97182 0.90838
H 1.00728 0.62579 -1.87780
H 0.49401 2.29034 -1.84362
H 1.50616 0.05398 1.88351
H 2.41311 0.24615 0.30318
H -2.53235 -1.07349 0.31390
H -1.52804 -2.10002 1.33138
H -1.47044 -0.34636 1.54170
H -0.26119 3.22726 0.32835
H -0.29121 2.04143 1.74290
H -1.63762 -1.58936 -1.90357
H 0.19328 -1.57472 -2.18112
```

For the frontier orbital gap, the calculation gives 0.3272 Ha. The calculation puts the electronic energy at -345.21913 Ha.


[8]
The molecule C4H9NO4S at a distorted geometry. Source: the Open Molecules 2025 dataset; level of theory: ωB97M-V with the def2-TZVPD basis set.

XYZ file:
```
19
Properties=species:S:1:pos:R:3
C -0.60747 0.41300 -0.27794
C -0.23488 -0.46674 0.91013
C 0.84547 0.04833 1.80416
C 0.58130 0.49121 -1.27311
N -0.86090 -1.55601 0.98615
O -0.95574 -1.91335 -2.37988
O -3.02770 -0.71803 -2.91310
O -1.79880 0.03088 -0.92691
O 1.29839 -0.69843 -1.39168
S -2.13624 -1.43702 -1.71748
H -0.80873 1.42869 0.09061
H 1.72792 0.27724 1.21165
H 1.10503 -0.69411 2.55635
H 0.51756 0.96084 2.30106
H 1.28983 1.24880 -0.92575
H 0.17546 0.81573 -2.24109
H -3.75441 -0.18952 -2.57951
H -0.60523 -2.16432 1.76132
H 0.71511 -1.35914 -1.80973
```

For the frontier orbital gap, the calculation gives 0.3852 Ha. The calculation puts the electronic energy at -911.68074 Ha.